Record 1
The following is a DFT calculation (ωB97M-V/def2-TZVPD) of 10 unconnected molecules or ions with the total composition C32H56Cl3F12N5O13.

The calculation puts the LUMO energy at 0.145 eV. The SMILES is CCOC(=O)C(F)(F)F.CCOC(=O)C(F)(F)F.CCOC(=O)C(F)(F)F.CCOC(=O)C(F)(F)F.ClC(Cl)Cl.CN(C)C=O.CN(C)C=O.CN(C)C=O.CN(C)C=O.CN(C)C=O. As for the electronic energy: -5083.8017 Eh. For the frontier orbital gap, the calculation gives 9.3 eV. Its HOMO energy is -9.2 eV.

```
! RIJCOSX wB97M-V def2-TZVPD def2/J DEFGRID3
* xyz 0 1
H -3.41 -1.70 4.14
C -1.95 4.84 1.54
H -0.10 -3.10 -2.44
H -2.20 0.08 0.29
H 3.80 0.58 -1.57
H 2.61 -2.15 -3.43
F -5.63 2.83 3.08
O -2.80 3.82 2.03
O -4.59 4.43 0.76
H -1.85 1.83 0.33
H 4.11 3.40 3.30
C 1.64 3.95 5.57
H -1.27 -1.76 -4.39
C 1.51 -3.59 0.85
C 3.49 1.35 -7.96
H 2.04 -4.44 1.27
H 1.38 0.77 0.76
H 3.36 4.97 3.70
H 4.17 4.02 4.97
H -0.32 4.04 2.74
H 0.60 -2.77 2.63
H -5.96 -0.94 -3.88
H -0.68 -4.89 -6.04
N 4.45 0.60 0.46
C -1.51 -2.14 6.94
H 5.73 2.07 -0.18
H 4.14 -1.19 1.43
H 2.32 0.38 -4.19
H -2.88 -0.10 3.83
C -0.32 -0.04 -1.52
F -3.00 -1.79 8.74
O 1.37 -4.35 -3.14
O 0.67 -0.28 -2.24
F 2.79 0.95 -9.05
F -2.22 -4.44 0.30
H -1.11 0.69 1.46
F -1.72 -5.43 -1.55
C 4.82 2.01 0.40
C 3.58 3.96 4.06
C -4.04 3.70 1.56
H -4.31 -1.45 -3.78
O 1.73 1.86 -6.31
H 4.92 2.37 1.43
H -2.20 -1.33 2.84
C 2.65 1.12 -6.68
H 5.42 0.00 -1.20
H -2.48 5.76 1.78
C -6.79 -1.27 -1.28
H -2.19 -3.01 -5.22
H -0.60 -0.50 4.42
C 1.80 2.33 3.77
H 0.86 3.27 5.89
C 0.02 -4.14 -5.66
Cl 2.94 5.47 -3.91
H 1.01 -4.59 -5.62
C 2.25 4.26 -2.78
C 3.18 -1.57 -4.15
C 0.88 1.45 0.06
F -5.42 1.84 1.15
C -1.26 -1.31 4.72
O 4.11 0.44 2.69
C 4.26 -0.11 1.62
H -2.26 -2.95 -3.48
H 1.12 -1.59 1.26
C 4.38 -0.03 -0.88
C -4.39 -1.50 -1.12
F -1.92 -6.60 0.24
H 1.20 4.15 -3.05
H -6.61 -1.00 -0.24
C -1.42 0.84 0.43
H 0.60 2.35 0.60
H 2.45 2.12 2.91
H -0.78 -2.26 4.51
H -1.30 -0.51 -1.69
O 0.16 -3.93 0.51
H 3.97 -1.00 -3.65
C -0.76 4.98 2.40
C -5.30 -1.66 -3.39
F -1.24 -0.57 8.64
C 0.35 -3.68 -3.26
H 1.20 4.91 5.29
H 0.08 -3.27 -6.31
O -1.41 -1.09 6.10
F 4.60 0.60 -7.96
N -5.48 -1.44 -1.95
H 4.03 -1.06 -0.84
H -1.00 5.57 3.28
Cl 2.35 4.78 -1.12
H 1.98 -3.27 -0.08
C -0.07 -5.16 0.07
H -7.25 -0.39 -1.73
F 3.77 2.65 -8.10
H 4.04 2.64 -0.03
O 3.11 0.00 -6.07
H 1.57 1.81 -0.70
F -1.01 -2.67 9.14
C 2.39 -0.47 -4.88
C -1.71 -1.78 8.42
H 2.39 4.10 6.35
C -4.78 2.44 2.10
O 0.79 -5.96 -0.21
C -1.60 -2.80 -4.33
N 2.30 3.39 4.42
O 0.78 1.75 4.11
N -0.40 -3.57 -4.33
C -2.52 -1.13 3.86
H -4.57 -1.31 -0.05
O -1.39 -3.34 6.59
C 1.34 -2.45 1.89
H -0.02 5.52 1.82
F -3.89 1.60 2.64
Cl 3.06 2.70 -3.04
O -3.24 -1.74 -1.52
H -5.55 -2.70 -3.63
H -7.45 -2.13 -1.39
N -0.31 0.80 -0.43
H 1.34 -0.71 -5.08
H 2.27 -2.19 2.40
C -1.54 -5.41 -0.25
H 3.56 -2.20 -4.96
H -1.82 4.76 0.46
*
```

Results of the Löwdin charge analysis, in e, for atoms 1 through 4: number 1, H, carries 0.0823; number 2, C, carries -0.2211; number 3, H, carries 0.1325; number 4, H, carries 0.0840

Record 2
The following is a DFT calculation (ωB97M-V/def2-TZVPD) of a molecular structure, C30H45Hg2NO30PS4.

The calculation puts the LUMO energy at -6.841 eV. As for the electronic energy: -5722.6736 Eh. For the frontier orbital gap, the calculation gives 5.7 eV. Its HOMO energy is -12.5 eV.

```
! RIJCOSX wB97M-V def2-TZVPD def2/J DEFGRID3
* xyz 1 1
O 0.32 1.87 -1.44
H 0.34 -2.28 -0.06
S 4.69 -4.43 -2.91
C -0.53 3.99 1.83
O -1.60 1.72 -3.97
C -4.46 -0.48 -0.40
O -2.19 -2.45 4.98
H 1.24 7.56 -0.44
O -1.16 -6.07 2.39
Hg 2.38 1.48 -0.37
C 0.69 -2.78 0.82
O -1.38 0.09 -0.93
S -2.44 -1.06 4.93
H 0.17 7.16 -2.63
C 2.47 1.32 4.86
H 0.83 4.43 -2.77
C 0.01 -3.87 1.35
O 4.94 -5.73 -2.41
C -0.07 -0.05 -6.50
H -1.13 4.30 0.96
O -2.05 -4.10 -2.52
H 3.43 -1.66 -1.73
O -4.26 -4.01 -3.57
P 0.10 0.46 -0.66
O -3.16 -0.41 5.93
O 5.58 -3.82 -3.82
C 0.72 1.03 -4.48
H 3.06 -2.44 3.22
H -2.91 -1.19 -3.16
C 3.95 0.90 4.77
H -0.56 2.15 3.03
O -6.05 1.36 -0.40
C 1.54 -3.95 3.22
H -0.05 0.24 -7.54
H -0.30 -1.10 -6.38
C -5.64 0.34 0.06
H -2.18 0.22 1.87
C -1.71 -2.76 -2.15
O 1.25 -0.40 -1.25
S -0.91 4.63 4.19
O 0.15 3.98 4.87
H 1.91 -4.43 4.11
O -0.41 5.08 2.73
C 2.07 4.87 -1.11
H -1.20 -1.27 -3.63
C -4.77 -1.91 0.03
O 3.19 -4.40 -3.49
C 3.18 1.97 2.77
C 0.49 -4.47 2.50
C -1.25 2.87 2.59
H 1.58 6.60 -3.33
O -1.61 5.69 4.78
H -3.58 -0.07 0.10
O 0.55 0.78 0.78
C -5.85 -1.69 1.13
C 2.15 -2.80 2.74
H 2.83 -2.45 -3.99
C -2.02 -0.63 2.53
H -4.28 -0.28 -1.45
C 0.82 5.13 -1.94
O 2.60 6.00 -0.69
C 2.59 -3.15 -3.17
H -0.03 5.03 -1.26
C -2.06 -1.85 -3.32
O -2.35 -2.72 -4.42
S -2.89 -4.13 -3.88
H -0.24 -1.64 3.34
H 5.05 2.48 3.68
H 1.78 -0.60 -5.53
N -0.22 -5.65 3.03
O -3.07 -0.71 3.49
H -6.71 -2.34 1.00
H 0.95 0.48 -3.56
H -3.89 -2.38 0.48
H 2.31 -1.40 1.14
H -0.81 -4.30 0.79
C 1.06 6.58 -2.37
C 1.78 -2.27 1.51
H 0.46 3.67 1.50
H 2.55 7.93 -1.53
H -0.67 -2.71 -1.86
H 3.93 -0.18 4.60
O -1.14 0.65 -5.81
H 2.24 2.04 5.64
O 2.56 3.80 -0.82
H 1.51 -3.24 -3.13
H -5.07 -2.57 -0.77
H 1.80 0.47 5.00
O 2.14 1.89 3.57
C 1.22 0.31 -5.73
O -1.94 3.55 3.63
C 3.19 -2.71 -1.84
Hg -1.82 2.11 -1.74
O -1.07 -0.30 4.65
H -5.42 -1.88 2.11
O 4.41 -3.45 -1.69
H 1.85 0.96 -6.35
O 0.18 -6.12 4.07
O 3.03 2.35 1.61
H -2.12 -1.54 1.93
C -0.75 1.18 -4.69
H 1.16 2.03 -4.39
H -1.91 2.27 1.97
H 5.11 0.96 2.92
O -6.27 -0.32 1.05
H 0.04 0.06 2.94
C -0.70 -0.65 3.30
H 4.54 1.16 5.64
H 2.55 -2.96 -1.00
C 4.43 1.60 3.49
C 1.89 7.13 -1.21
H -2.28 -2.53 -1.24
O -2.41 -5.14 -4.71
*
```

Results of the Löwdin charge analysis, in e, for atoms 1 through 4: number 1, O, carries -0.5452; number 2, H, carries 0.0573; number 3, S, carries 0.5963; number 4, C, carries -0.1719